Density functional theory data (the ωB97M-V functional and the def2-TZVPD basis) for C5H8O2 as an isolated structure.

The energy above the lowest of the compared OMol25 structures with the same formula, charge and spin comes out at 1.924 eV. As for the HOMO-LUMO gap: 10.251 eV. The LUMO energy comes out at 0.8240 eV. As for the spin multiplicity: 1.

Last column: Löwdin charge in e.
Positions of all 15 atoms, in Å:
O 2.100 -0.888 -0.279  -0.0088
C 0.935 -0.327 0.269  -0.3406
C 0.595 1.060 -0.359  -0.0544
C -0.890 0.778 -0.652  -0.2734
C -1.361 0.037 0.608  -0.0453
C -0.417 -0.992 -0.043  -0.2482
O -0.806 -0.497 -1.343  -0.0486
H 2.368 -1.543 0.376  0.0930
H 1.030 -0.394 1.370  0.1508
H 0.786 1.920 0.287  0.1164
H 1.132 1.200 -1.306  0.1261
H -1.495 1.525 -1.172  0.1478
H -1.077 0.458 1.579  0.1159
H -2.407 -0.263 0.581  0.1152
H -0.491 -2.074 0.082  0.1542

---

Density functional theory data (the ωB97M-V functional and the def2-TZVPD basis) for a 2-piece molecular cluster, C5H8O2 overall at a distorted geometry.

The energy above the lowest of the compared OMol25 structures with the same formula, charge and spin comes out at 2.862 eV. As for the HOMO-LUMO gap: 9.884 eV. The SMILES is CC#CO.CC=O. The LUMO energy comes out at 0.8801 eV. As for the spin multiplicity: 1.

Last column: Löwdin charge in e.
Positions of all 15 atoms, in Å:
C 2.187 0.513 0.147  -0.1099
C 1.233 -0.581 0.075  -0.1059
C 0.640 -1.624 -0.058  -0.1911
O -0.041 -2.719 -0.165  0.0824
H 3.184 0.131 0.366  0.0792
H 1.902 1.204 0.942  0.0728
H 2.221 1.060 -0.797  0.0744
H -0.990 -2.530 -0.029  0.0990
C -1.483 1.081 -0.550  -0.0388
C -1.394 0.043 0.522  -0.3274
O -1.968 -1.031 0.480  -0.0085
H -2.179 1.852 -0.219  0.0879
H -1.836 0.645 -1.481  0.0892
H -0.516 1.553 -0.705  0.0689
H -0.960 0.404 1.471  0.1278

---

Density functional theory data (the ωB97M-V functional and the def2-TZVPD basis) for C5H8O2 as an isolated structure at a distorted geometry.

The energy above the lowest of the compared OMol25 structures with the same formula, charge and spin comes out at 4.075 eV. As for the HOMO-LUMO gap: 8.578 eV. The LUMO energy comes out at 0.6219 eV. As for the spin multiplicity: 1.

Last column: Löwdin charge in e.
Positions of all 15 atoms, in Å:
O 1.566 1.039 -0.853  -0.0439
C 0.473 0.418 -1.402  -0.2759
C -0.509 -0.064 -0.358  -0.3862
C -0.690 0.746 0.939  -0.1003
C -0.700 -0.446 1.858  -0.2214
O -1.054 -0.599 2.991  0.0928
C 0.089 -1.320 0.187  -0.0219
H 2.183 1.286 -1.559  0.1091
H 0.048 0.950 -2.250  0.1118
H 0.754 -0.877 -1.617  0.1771
H -1.474 -0.284 -0.828  0.1477
H 0.205 1.350 1.135  0.1253
H -1.572 1.389 1.016  0.1197
H 1.076 -1.301 0.629  0.0871
H -0.393 -2.286 0.114  0.0791

---

Density functional theory data (the ωB97M-V functional and the def2-TZVPD basis) for a single C5H8O2 molecule at a distorted geometry.

The energy above the lowest of the compared OMol25 structures with the same formula, charge and spin comes out at 1.130 eV. As for the HOMO-LUMO gap: 10.703 eV. The SMILES is C1O[C@H]2C[C@@H]1CO2. The LUMO energy comes out at 0.9505 eV. As for the spin multiplicity: 1.

Last column: Löwdin charge in e.
Positions of all 15 atoms, in Å:
C 0.698 -1.286 0.084  -0.1307
O -0.335 -1.327 -0.924  -0.0637
C -0.867 -0.016 -0.990  -0.3681
C 0.345 0.858 -0.856  -0.0722
C 0.670 0.198 0.499  -0.2353
C -0.663 0.410 1.242  -0.1302
O -1.621 0.285 0.169  -0.0634
H 1.664 -1.596 -0.333  0.1218
H 0.429 -2.011 0.869  0.1269
H -1.488 0.086 -1.872  0.1631
H 0.134 1.931 -0.784  0.1326
H 1.116 0.695 -1.617  0.1326
H 1.568 0.720 0.789  0.1380
H -0.913 -0.345 2.006  0.1269
H -0.737 1.396 1.718  0.1218

---

Density functional theory data (the ωB97M-V functional and the def2-TZVPD basis) for a single C5H8O2 molecule.

The energy above the lowest of the compared OMol25 structures with the same formula, charge and spin comes out at 5.358 eV. As for the HOMO-LUMO gap (spin up / spin down): 7.579 / 7.577 eV. The LUMO energy (spin up / spin down) comes out at -0.5242 / -0.5256 eV. As for the spin multiplicity: 1.

Last column: Löwdin charge in e.
Positions of all 15 atoms, in Å:
C -1.949 0.046 -0.658  0.0057
C -0.595 -0.320 -0.213  -0.1305
C 0.461 -0.984 -0.851  0.0814
C 0.586 0.411 0.067  -0.3715
O 0.703 1.678 -0.431  0.0741
C 1.109 -0.052 1.440  -0.3777
O 0.566 -1.254 1.662  -0.2094
H -2.528 -0.840 -0.924  0.0935
H -1.843 0.680 -1.549  0.1089
H -2.471 0.628 0.105  0.0975
H 1.071 -1.635 -0.202  0.1289
H 0.402 -1.175 -1.922  0.1243
H 1.547 2.048 -0.138  0.1204
H 2.216 -0.022 1.546  0.1212
H 0.726 0.790 2.066  0.1331

---

Density functional theory data (the ωB97M-V functional and the def2-TZVPD basis) for a single C5H8O2 molecule.

The energy above the lowest of the compared OMol25 structures with the same formula, charge and spin comes out at 3.821 eV. As for the HOMO-LUMO gap (spin up / spin down): 8.246 / 8.257 eV. The LUMO energy (spin up / spin down) comes out at 0.6498 / 0.6873 eV. As for the spin multiplicity: 1.

Last column: Löwdin charge in e.
Positions of all 15 atoms, in Å:
C 1.364 0.767 0.936  -0.0326
C 0.321 0.301 -1.278  -0.0829
O 0.268 -1.017 -1.248  -0.0138
C -0.485 -1.583 -0.332  -0.1103
C -1.513 -0.669 0.207  -0.1876
O -1.004 0.533 0.759  -0.1077
C 0.133 1.000 0.040  -0.3603
H 1.149 1.133 1.944  0.0831
H 2.240 1.294 0.544  0.0813
H 1.017 0.676 -2.020  0.1209
H 1.589 -0.303 1.006  0.0799
H -0.583 -2.655 -0.434  0.1171
H -2.131 -0.377 -0.676  0.1410
H -2.145 -1.144 0.960  0.1288
H 0.010 2.074 -0.142  0.1430

---

Density functional theory data (the ωB97M-V functional and the def2-TZVPD basis) for a single C5H8O2 molecule.

The energy above the lowest of the compared OMol25 structures with the same formula, charge and spin comes out at 2.454 eV. As for the HOMO-LUMO gap: 10.823 eV. The SMILES is C[C@@H]1[C@H](O)[C@@H]2O[C@H]12. The LUMO energy comes out at 1.0240 eV. As for the spin multiplicity: 1.

Last column: Löwdin charge in e.
Positions of all 15 atoms, in Å:
C -1.275 -1.261 0.323  -0.0469
C 0.129 -0.697 0.119  -0.2367
C 0.628 0.638 0.831  -0.2633
O -0.382 1.493 1.271  -0.0153
C 1.197 1.062 -0.548  -0.1571
O 0.008 1.303 -1.298  -0.0152
C 0.499 -0.046 -1.208  -0.1906
H -1.627 -1.673 -0.634  0.0810
H -1.988 -0.493 0.658  0.0782
H -1.276 -2.069 1.065  0.0751
H 0.894 -1.471 0.292  0.1456
H 1.339 0.502 1.654  0.1498
H -0.902 1.675 0.465  0.0975
H 2.114 1.579 -0.827  0.1492
H 0.643 -0.543 -2.164  0.1488

---

Density functional theory data (the ωB97M-V functional and the def2-TZVPD basis) for a single C5H8O2S molecule at a distorted geometry.

The energy above the lowest of the compared OMol25 structures with the same formula, charge and spin comes out at 0.895 eV. As for the HOMO-LUMO gap: 9.274 eV. The SMILES is CO[C@H]1COC(=S)C1. The LUMO energy comes out at 0.5988 eV. As for the spin multiplicity: 1.

Last column: Löwdin charge in e.
Positions of all 16 atoms, in Å:
C 3.115 -0.927 0.079  -0.0966
O 2.332 0.174 -0.322  -0.1462
C 1.094 0.238 0.337  -0.3427
C 0.411 1.550 -0.045  -0.0868
O -0.991 1.290 0.033  -0.0729
C -1.250 -0.026 -0.021  -0.8531
S -2.754 -0.628 0.007  0.7203
C 0.052 -0.781 -0.123  -0.1145
H 3.316 -0.910 1.169  0.0974
H 4.072 -0.844 -0.427  0.0885
H 2.645 -1.897 -0.179  0.0955
H 1.236 0.178 1.431  0.1628
H 0.643 2.412 0.641  0.1520
H 0.666 1.811 -1.063  0.1332
H 0.004 -1.706 0.443  0.1205
H 0.226 -1.029 -1.171  0.1426

---

Density functional theory data (the ωB97M-V functional and the def2-TZVPD basis) for a single C5H8O3 molecule at a distorted geometry.

The energy above the lowest of the compared OMol25 structures with the same formula, charge and spin comes out at 3.340 eV. As for the HOMO-LUMO gap: 8.754 eV. The SMILES is COC1=COCOC1. The LUMO energy comes out at 0.9074 eV. As for the spin multiplicity: 1.

Last column: Löwdin charge in e.
Positions of all 16 atoms, in Å:
C -2.728 -0.388 -0.007  -0.0777
O -1.837 0.683 0.050  -0.0545
C -0.602 0.244 0.003  -0.2810
C -0.147 -1.027 0.004  -0.1199
O 1.148 -1.346 -0.095  -0.0601
C 2.177 -0.314 0.263  -0.1407
O 1.731 0.841 -0.349  -0.0690
C 0.479 1.348 0.074  -0.0882
H -3.665 0.074 0.036  0.0820
H -2.531 -0.889 0.925  0.0987
H -2.511 -1.034 -0.879  0.1094
H -0.837 -1.772 -0.313  0.1010
H 3.069 -0.738 -0.229  0.1397
H 2.374 -0.238 1.353  0.1422
H 0.269 2.006 -0.667  0.0993
H 0.415 1.994 0.904  0.1189

---

Density functional theory data (the ωB97M-V functional and the def2-TZVPD basis) for a 2-piece molecular cluster, C5H8O3 overall at a distorted geometry.

The energy above the lowest of the compared OMol25 structures with the same formula, charge and spin comes out at 1.631 eV. As for the HOMO-LUMO gap: 9.244 eV. The SMILES is CC(=O)O.CC=C=O. The LUMO energy comes out at 0.6727 eV. As for the spin multiplicity: 1.

Last column: Löwdin charge in e.
Positions of all 16 atoms, in Å:
C 3.002 0.256 -0.153  -0.0062
C 1.891 -0.067 0.786  -0.6117
O 0.896 0.573 0.980  0.0909
O 2.037 -1.271 1.309  0.0950
H 3.879 1.004 0.060  0.1267
H 2.544 0.788 -1.013  0.0869
H 3.385 -0.732 -0.520  0.0949
H 1.503 -1.452 2.115  0.1487
C -2.798 0.670 -1.202  -0.0829
C -2.079 0.188 0.092  -0.1398
C -1.997 -1.013 0.567  -0.2299
O -1.760 -2.073 0.987  0.1517
H -2.205 1.362 -1.686  0.0293
H -3.829 1.017 -1.061  0.0672
H -2.891 -0.207 -1.912  0.0887
H -1.578 0.956 0.651  0.0906

---

Density functional theory data (the ωB97M-V functional and the def2-TZVPD basis) for a single C5H8O3S molecule at a distorted geometry.

The energy above the lowest of the compared OMol25 structures with the same formula, charge and spin comes out at 5.861 eV. As for the HOMO-LUMO gap: 10.263 eV. The LUMO energy comes out at 0.4832 eV. As for the spin multiplicity: 1.

Last column: Löwdin charge in e.
Positions of all 17 atoms, in Å:
C 0.219 1.278 -2.467  -0.1678
C -0.380 1.119 0.399  -0.1310
C 1.067 -0.819 -0.739  0.0680
C 0.389 -0.255 0.459  -0.5410
C 0.075 -1.022 1.728  -0.0422
O -0.429 3.421 -1.039  -0.3320
O 1.761 2.329 -0.705  -0.3011
O 1.735 -0.212 0.106  0.0617
S 0.355 2.201 -0.957  0.6099
H 0.524 2.117 -3.169  0.1069
H -0.818 1.043 -2.813  0.0864
H -1.509 0.872 0.324  0.1441
H -0.139 1.692 1.314  0.1070
H 0.296 0.211 -2.465  0.0207
H -0.167 -0.351 2.563  0.0712
H 0.789 -1.942 2.051  0.1418
H -0.953 -1.498 1.568  0.0973

---

Density functional theory data (the ωB97M-V functional and the def2-TZVPD basis) for a single C5H8O3S molecule at a distorted geometry.

The energy above the lowest of the compared OMol25 structures with the same formula, charge and spin comes out at 3.677 eV. As for the HOMO-LUMO gap: 9.593 eV. The SMILES is C/C(O)=C\[C@H]1CS1(=O)=O. The LUMO energy comes out at 0.5295 eV. As for the spin multiplicity: 1.

Last column: Löwdin charge in e.
Positions of all 17 atoms, in Å:
C 1.374 1.538 0.014  -0.0279
C 1.567 0.169 0.319  -0.3490
O 2.701 -0.215 1.044  0.0387
C 0.608 -0.800 0.134  -0.0316
C -0.674 -0.604 -0.626  -0.3419
C -1.924 -1.530 -0.157  -0.1474
S -2.074 0.179 -0.046  0.6881
O -2.007 0.609 1.362  -0.3195
O -3.012 0.807 -0.970  -0.3143
H 0.334 1.657 -0.230  0.0791
H 1.911 1.815 -0.814  0.0673
H 1.778 2.365 0.706  0.1384
H 3.225 0.594 1.184  0.1059
H 0.859 -1.788 0.222  0.0866
H -0.712 -0.627 -1.804  0.1700
H -2.285 -2.030 -0.998  0.0716
H -1.668 -2.140 0.659  0.0858

---

Density functional theory data (the ωB97M-V functional and the def2-TZVPD basis) for C5H8O4Sm as an isolated structure at a distorted geometry.

The energy above the lowest of the compared OMol25 structures with the same formula, charge and spin comes out at 0.000 eV. As for the HOMO-LUMO gap (spin up / spin down): 5.748 / 9.745 eV. The LUMO energy (spin up / spin down) comes out at 0.1193 / 0.0444 eV. As for the spin multiplicity: 7.

Last column: Mulliken spin population.
Positions of all 18 atoms, in Å:
O 1.704 -0.802 -0.535  -0.0095
C 1.447 2.867 0.586  0.3557
O 2.036 3.786 1.072  0.1301
C -2.577 -0.107 -0.277  -0.0030
O -1.639 0.795 -0.751  -0.0022
C -2.064 -1.539 -0.384  0.0011
O -0.763 -1.555 0.191  -0.0020
C 0.119 -2.583 -0.246  0.0021
C 1.539 -2.074 -0.015  -0.0009
Sm 0.322 0.665 -0.191  5.5268
H -3.535 -0.062 -0.835  -0.0004
H -2.835 0.086 0.788  0.0012
H -1.983 -1.828 -1.446  0.0014
H -2.721 -2.260 0.130  0.0001
H -0.045 -2.752 -1.324  0.0011
H -0.084 -3.521 0.296  0.0000
H 2.228 -2.816 -0.469  -0.0013
H 1.738 -2.102 1.080  -0.0002

---

Density functional theory data (the ωB97M-V functional and the def2-TZVPD basis) for an isolated ion of composition C5H8O6S and charge -2 at a distorted geometry.

The energy above the lowest of the compared OMol25 structures with the same formula, charge and spin comes out at 0.000 eV. As for the HOMO-LUMO gap: 6.953 eV. The SMILES is CC(C)[C@](O)(C(=O)[O-])S(=O)(=O)[O-]. The LUMO energy comes out at 6.2026 eV. The charge is -2. As for the spin multiplicity: 1.

Last column: Löwdin charge in e.
Positions of all 20 atoms, in Å:
C 0.091 -1.260 -0.503  -0.0926
C -0.617 -0.025 -0.007  -0.3444
C 0.078 0.572 1.275  -0.0815
C -0.478 1.064 -1.114  -0.4430
O 0.682 0.996 -1.788  -0.0055
C -0.924 2.450 -0.876  -0.6764
O -1.929 2.677 -0.200  -0.0161
O -0.138 3.301 -1.502  -0.1253
S -1.945 0.257 -2.339  0.4914
O -2.657 1.288 -3.124  -0.4167
O -1.129 -0.581 -3.251  -0.4326
O -2.860 -0.554 -1.532  -0.4162
H 0.069 -1.910 0.286  0.0296
H 1.135 -1.165 -0.546  0.0606
H -0.304 -1.699 -1.391  0.0588
H -1.741 -0.128 0.092  0.1259
H -0.715 1.157 1.749  0.0489
H 0.328 -0.210 2.034  0.0497
H 0.976 1.339 1.236  0.1110
H 0.776 1.888 -2.143  0.0744

---

Density functional theory data (the ωB97M-V functional and the def2-TZVPD basis) for a single C5H8OS molecule at a distorted geometry.

The energy above the lowest of the compared OMol25 structures with the same formula, charge and spin comes out at 3.626 eV. As for the HOMO-LUMO gap: 8.849 eV. The LUMO energy comes out at 0.3754 eV. As for the spin multiplicity: 1.

Last column: Löwdin charge in e.
Positions of all 15 atoms, in Å:
C 1.209 2.527 -1.321  0.0131
C -0.298 -1.480 1.145  -0.3341
C 1.171 1.157 -1.212  -0.1745
C 0.373 -0.790 0.045  -0.1962
C 0.337 0.536 -0.213  -0.1306
O -2.821 -0.754 0.186  -0.6113
S -2.075 -1.973 0.519  0.8809
H 1.810 3.338 -1.779  0.0615
H 0.428 3.063 -0.817  0.0388
H 0.220 -2.403 1.300  0.0700
H -0.434 -1.143 2.111  0.0523
H 1.754 0.422 -1.891  0.1324
H 1.013 -1.537 -0.434  0.1104
H -0.268 1.001 0.541  0.1152
H -2.419 -1.964 1.819  -0.0279

---

Density functional theory data (the ωB97M-V functional and the def2-TZVPD basis) for a 2-piece molecular cluster, C5H8OS overall at a distorted geometry.

The energy above the lowest of the compared OMol25 structures with the same formula, charge and spin comes out at 2.865 eV. As for the HOMO-LUMO gap: 9.469 eV. The SMILES is CC(O)=S.C#CC. The LUMO energy comes out at 0.5939 eV. As for the spin multiplicity: 1.

Last column: Löwdin charge in e.
Positions of all 15 atoms, in Å:
C 0.239 1.906 0.638  -0.0952
C -0.391 1.484 -0.672  -0.9962
O 0.349 1.768 -1.713  0.0057
S -1.782 0.749 -0.708  0.7754
H 1.279 1.563 0.695  0.0775
H 0.140 3.050 0.879  0.1287
H -0.323 1.526 1.403  0.0202
H -0.021 1.571 -2.594  0.1252
C 1.401 -1.153 -0.248  0.0770
C 0.599 -1.954 0.165  -0.1830
C -0.720 -2.452 0.579  -0.1060
H 2.183 -0.580 -0.616  0.0156
H -1.376 -1.606 0.343  0.0173
H -0.741 -3.476 0.225  0.0806
H -0.837 -2.395 1.624  0.0572